# 1
Molecular formula: CH3O4P
Method: DFT, ωB97M-V/def2-TZVPD

The geometry in ORCA input format:
```
! wB97M-V def2-TZVPD RIJCOSX def2/J DEFGRID3
* xyz 0 1
O 1.4325 -2.7911 -1.3280
C 0.4348 -2.3319 -0.9733
O 0.6948 -0.9930 -0.1714
P -0.6289 -0.1670 0.6163
O -0.1481 -0.0330 2.1269
O -0.2895 1.3949 0.1663
H -0.6074 -2.6767 -1.1865
H 0.8386 0.0355 2.2049
H -0.6407 1.4500 -0.7278
*
```

Summary:
HOMO, eV: -9.7596
SMILES string: O=COP(O)O
Maximum force, eV Å⁻¹: 4.1
Kohn-Sham gap, eV: 10.5543

These are the Mulliken partial charges, in e, on atoms 1 to 2: atom 1 (O): -0.315, atom 2 (C): 0.214


# 2
Molecular formula: CH3O4S
Method: DFT, ωB97M-V/def2-TZVPD

The geometry in ORCA input format:
```
! wB97M-V def2-TZVPD RIJCOSX def2/J DEFGRID3
* xyz -1 1
C 1.3145 -0.7470 -0.5884
O -1.9192 0.0055 1.9285
O -1.7032 1.3384 -0.1136
O 0.7065 -0.8734 -1.6646
O 0.2933 0.4058 0.7835
S -1.2095 -0.0561 0.6165
H 2.2387 -0.1265 -0.3363
H 1.2173 -1.5902 0.0681
H -0.9385 1.6437 -0.6937
*
```

Summary:
HOMO, eV: -4.5939
Maximum force, eV Å⁻¹: 2.9
Kohn-Sham gap, eV: 8.7832

These are the Mulliken partial charges, in e, on atoms 1 to 2: atom 1 (C): 0.006, atom 2 (O): -0.619


# 3
Molecular formula: CH3O8STl
Method: DFT, ωB97M-V/def2-TZVPD

The geometry in ORCA input format:
```
! wB97M-V def2-TZVPD RIJCOSX def2/J DEFGRID3
* xyz 0 1
Tl -1.0301 1.3987 1.7846
S 1.5888 -1.8196 2.4889
O 1.1783 -2.1830 3.8270
O 1.7771 -2.9924 1.6398
O 0.5832 -0.9770 1.8736
O 2.8817 -1.0832 2.6008
O -1.0309 0.8228 -2.4888
C -0.7940 -0.3591 -1.8261
O -0.4485 -1.4029 -2.4281
O -1.1563 -0.3738 -0.6237
H -0.6049 0.7211 -3.3430
O -1.1323 2.7359 -0.8083
H -0.5423 3.3961 -1.1718
H -1.2699 2.1164 -1.5249
*
```

Summary:
HOMO, eV: -9.0654
Maximum force, eV Å⁻¹: 2.9
Kohn-Sham gap, eV: 2.9124

These are the Mulliken partial charges, in e, on atoms 1 to 2: atom 1 (Tl): 0.891, atom 2 (S): 1.217


# 4
Molecular formula: CH3OP
Method: DFT, ωB97M-V/def2-TZVPD

The geometry in ORCA input format:
```
! wB97M-V def2-TZVPD RIJCOSX def2/J DEFGRID3
* xyz 0 1
C 0.5521 0.5053 0.9671
O 0.0475 0.9143 1.9594
P -0.8998 -0.1411 -1.3238
H 1.6769 0.5025 0.6866
H -1.6826 -1.0753 -0.8519
H 0.3059 -0.7057 -1.4374
*
```

Summary:
HOMO (spin up / spin down), eV: -8.4554 / -8.5987
Maximum force, eV Å⁻¹: 4.5
Kohn-Sham gap (spin up / spin down), eV: 8.0092 / 7.8277

These are the Mulliken partial charges, in e, on atoms 1 to 2: atom 1 (C): 0.023, atom 2 (O): -0.305


# 5
Molecular formula: CH3OPS
Method: DFT, ωB97M-V/def2-TZVPD

The geometry in ORCA input format:
```
! wB97M-V def2-TZVPD RIJCOSX def2/J DEFGRID3
* xyz 0 1
C -0.0164 0.5144 -0.2188
O 2.3273 -0.8695 0.1801
P 0.7634 -1.0182 -0.1851
S 3.2296 0.5573 -0.0578
H 0.7616 1.2457 -0.5614
H -1.1692 0.6053 -0.1640
H 0.5181 -1.7981 0.9495
*
```

Summary:
HOMO (spin up / spin down), eV: -7.8903 / -9.2874
Maximum force, eV Å⁻¹: 2.4
Kohn-Sham gap (spin up / spin down), eV: 5.8729 / 8.4920

These are the Mulliken partial charges, in e, on atoms 1 to 2: atom 1 (C): -0.459, atom 2 (O): -0.250


# 6
Molecular formula: CH3OS
Method: DFT, ωB97M-V/def2-TZVPD

The geometry in ORCA input format:
```
! wB97M-V def2-TZVPD RIJCOSX def2/J DEFGRID3
* xyz -1 1
S 1.9676 -0.6637 -1.0005
H 2.5993 -1.0333 0.1195
O -2.2239 0.9285 0.3088
C -1.1133 0.4345 0.2124
H -0.7840 -0.0367 -0.7289
H -0.4457 0.3707 1.0886
*
```

Summary:
HOMO, eV: -2.7219
Maximum force, eV Å⁻¹: 1.3
Kohn-Sham gap, eV: 6.8521

These are the Mulliken partial charges, in e, on atoms 1 to 2: atom 1 (S): -0.884, atom 2 (H): -0.064


# 7
Molecular formula: CH3PS
Method: DFT, ωB97M-V/def2-TZVPD

The geometry in ORCA input format:
```
! wB97M-V def2-TZVPD RIJCOSX def2/J DEFGRID3
* xyz 0 1
C -2.3421 -0.1922 -0.0293
P 1.5408 0.6893 0.0773
S -1.9117 -1.5736 -0.5480
H 0.9407 0.4844 1.3298
H 0.4861 1.2076 -0.6665
H 1.2862 -0.6156 -0.1632
*
```

Summary:
HOMO, eV: -9.8446
Maximum force, eV Å⁻¹: 1.7
Kohn-Sham gap, eV: 9.6554

These are the Mulliken partial charges, in e, on atoms 1 to 2: atom 1 (C): 0.018, atom 2 (P): -0.066


# 8
Molecular formula: CH3PS4
Method: DFT, ωB97M-V/def2-TZVPD

The geometry in ORCA input format:
```
! wB97M-V def2-TZVPD RIJCOSX def2/J DEFGRID3
* xyz 0 1
C -1.4430 -0.8288 0.4099
P -0.1551 0.2641 1.1665
S -2.5438 0.3203 -0.5780
S -2.4563 2.0543 0.4730
S 2.7755 1.4360 0.1437
S 1.2768 0.2489 -0.4555
H -1.1899 -1.6197 -0.2804
H -2.0272 -1.4721 1.0710
H 2.6589 1.2142 1.4015
*
```

Summary:
HOMO (spin up / spin down), eV: -8.8198 / -7.4958
Maximum force, eV Å⁻¹: 2.3
Kohn-Sham gap (spin up / spin down), eV: 7.5838 / 5.5531

These are the Mulliken partial charges, in e, on atoms 1 to 2: atom 1 (C): -0.771, atom 2 (P): 0.154


# 9
Molecular formula: CH40N2O17
Method: DFT, ωB97M-V/def2-TZVPD

The geometry in ORCA input format:
```
! wB97M-V def2-TZVPD RIJCOSX def2/J DEFGRID3
* xyz 0 1
N -1.0453 -0.5979 0.4420
C 0.0185 -0.9162 1.4039
N 1.0827 0.1035 1.4201
H -1.6553 0.2302 0.6560
H -0.6219 -0.4169 -0.4490
H -0.5254 -1.0513 2.3305
H 0.6936 -1.7795 1.0482
H 0.7202 1.0868 1.1842
H 1.4063 0.1566 2.3636
H -2.4927 -3.5990 -0.8301
H -3.8313 -3.2963 -0.3615
O -3.3419 -3.9798 -0.7665
H 2.1811 1.1736 -1.6583
H 2.0721 1.8948 -0.3477
O 2.0340 2.0286 -1.2805
H -0.5985 3.0512 2.3868
H 1.0153 3.7228 2.5108
O 0.4151 2.9990 2.2973
H 1.4607 -2.0940 3.8357
H 0.7191 -0.8147 3.7504
O 0.9784 -1.4916 4.3411
H 0.3862 2.3041 -0.7830
H 0.0172 2.5421 0.7561
O -0.3348 2.2639 -0.0832
H 2.5204 -2.1717 -1.5435
H 2.2468 -0.9143 -0.7705
O 2.7895 -1.2020 -1.4478
H -2.6632 -1.5728 1.0091
H -3.8133 -1.5735 0.0739
O -3.6403 -1.4198 1.0911
H -3.7439 -0.1228 -1.9532
H -2.3607 -0.7963 -2.1566
O -3.2030 -0.9301 -1.6708
H 0.1883 1.7680 3.3316
H -0.4805 1.0622 4.4332
O 0.1953 0.9581 3.8657
H 0.6565 -3.1568 -1.5464
H 1.2328 -3.6494 -2.8274
O 1.5355 -3.5060 -1.9065
H 1.0458 1.3730 -4.2603
H -0.5153 1.6949 -4.4296
O 0.1167 0.9171 -4.5125
H -4.5686 1.5671 1.4472
H -3.5702 0.5341 1.1562
O -3.6098 1.4698 1.2112
H -2.3276 3.5072 1.7756
H -2.6711 2.1008 2.3535
O -2.1259 2.9403 2.5449
H 3.9147 -0.5418 -2.5413
H 4.5197 0.8595 -2.5050
O 4.3064 0.1032 -3.0070
H -0.3017 0.5424 -2.3309
H -0.7333 -0.5853 -3.3066
O -0.8028 -0.3144 -2.3986
H 1.9410 -1.7760 -4.6161
H 1.0249 -1.6874 -3.4011
O 1.0773 -2.1208 -4.2509
H 3.1404 1.4346 3.3015
H 3.9195 0.5592 2.4141
O 4.0065 1.1296 3.2070
*
```

Summary:
HOMO, eV: -9.8232
Maximum force, eV Å⁻¹: 6.0
Kohn-Sham gap, eV: 9.4430

These are the Mulliken partial charges, in e, on atoms 1 to 2: atom 1 (N): 0.348, atom 2 (C): -0.480


# 10
Molecular formula: CH4BCl
Method: DFT, ωB97M-V/def2-TZVPD

The geometry in ORCA input format:
```
! wB97M-V def2-TZVPD RIJCOSX def2/J DEFGRID3
* xyz 0 1
B 0.7731 -0.1733 -0.3184
C -0.7347 0.4518 0.3503
Cl -0.6735 -1.3660 0.0096
H 0.9851 -0.1265 -1.4690
H 1.7327 -0.2299 0.3596
H -1.3153 1.0451 -0.4093
H -0.7673 0.3988 1.4773
*
```

Summary:
HOMO, eV: -10.2965
Maximum force, eV Å⁻¹: 3.2
Kohn-Sham gap, eV: 11.0706

These are the Mulliken partial charges, in e, on atoms 1 to 2: atom 1 (B): 0.175, atom 2 (C): -0.460


# 11
Molecular formula: CH4BCl
Method: DFT, ωB97M-V/def2-TZVPD

The geometry in ORCA input format:
```
! wB97M-V def2-TZVPD RIJCOSX def2/J DEFGRID3
* xyz 0 1
B 1.3497 -0.5301 0.1181
C -1.4206 0.4340 0.0738
Cl -0.2655 -0.8079 -0.0826
H 1.3427 0.6497 0.0770
H 2.2041 -1.3593 0.3836
H -0.9959 1.3563 0.2100
H -2.2146 0.2572 -0.7799
*
```

Summary:
HOMO, eV: -7.5487
Maximum force, eV Å⁻¹: 4.2
Kohn-Sham gap, eV: 7.4740

These are the Mulliken partial charges, in e, on atoms 1 to 2: atom 1 (B): 0.123, atom 2 (C): -0.687


# 12
Molecular formula: CH4BNO2
Method: DFT, ωB97M-V/def2-TZVPD

The geometry in ORCA input format:
```
! wB97M-V def2-TZVPD RIJCOSX def2/J DEFGRID3
* xyz 0 1
C -1.4712 0.2678 -0.1452
B 0.1005 -0.1214 0.1741
O 1.1955 0.6554 -0.0238
N 2.6037 0.3826 0.1858
O 3.0362 -0.6605 -0.1422
H -1.9948 0.3820 0.7197
H -2.0400 -0.7040 -0.5992
H -1.5164 1.0684 -0.7429
H 0.0865 -1.2704 0.5737
*
```

Summary:
HOMO, eV: -10.4995
SMILES string: CBON=O
Maximum force, eV Å⁻¹: 5.8
Kohn-Sham gap, eV: 9.8934

These are the Mulliken partial charges, in e, on atoms 1 to 2: atom 1 (C): -0.927, atom 2 (B): 0.332


# 13
Molecular formula: CH4Br2Si
Method: DFT, ωB97M-V/def2-TZVPD

The geometry in ORCA input format:
```
! wB97M-V def2-TZVPD RIJCOSX def2/J DEFGRID3
* xyz 0 1
Si 0.4105 0.9129 0.2117
C -0.1751 -0.8446 -0.3075
Br -1.2911 -1.5988 1.1992
Br -1.1532 -0.8511 -1.9668
H 1.0643 1.6573 -0.8043
H 1.3063 0.5861 1.5033
H -0.7147 1.7254 0.4703
H 0.5529 -1.5872 -0.3058
*
```

Summary:
HOMO, eV: -10.2599
SMILES string: [SiH3]C(Br)Br
Maximum force, eV Å⁻¹: 2.9
Kohn-Sham gap, eV: 10.4768

These are the Mulliken partial charges, in e, on atoms 1 to 2: atom 1 (Si): 0.483, atom 2 (C): -0.374


# 14
Molecular formula: CH4BrClOP
Method: DFT, ωB97M-V/def2-TZVPD

The geometry in ORCA input format:
```
! wB97M-V def2-TZVPD RIJCOSX def2/J DEFGRID3
* xyz 1 1
C 0.3744 -0.1879 0.7517
O -0.6551 0.5243 -1.8572
P 0.2592 1.0780 -0.6588
Cl 1.7951 1.6256 -1.7049
Br -0.4168 3.9047 0.5283
H 1.1623 -0.0660 1.5357
H 0.3488 -1.3234 0.5406
H -0.4746 0.0530 1.3431
H -1.6161 0.3758 -1.8571
*
```

Summary:
HOMO (spin up / spin down), eV: -15.1475 / -14.8532
Maximum force, eV Å⁻¹: 2.1
Kohn-Sham gap (spin up / spin down), eV: 7.2271 / 7.2719

These are the Mulliken partial charges, in e, on atoms 1 to 2: atom 1 (C): -0.765, atom 2 (O): -0.460


# 15
Molecular formula: CH4BrNO
Method: DFT, ωB97M-V/def2-TZVPD

The geometry in ORCA input format:
```
! wB97M-V def2-TZVPD RIJCOSX def2/J DEFGRID3
* xyz 0 1
C -0.6864 -0.0531 0.0529
N 1.5578 0.7402 -0.0607
O 0.6821 -0.4005 -0.0082
Br 1.8292 1.2674 1.7846
H -0.9735 0.8434 0.4593
H -1.1877 -0.7963 0.5749
H -1.2330 -0.0012 -0.8438
H 3.0165 0.2435 -0.4826
*
```

Summary:
HOMO, eV: -9.5334
Maximum force, eV Å⁻¹: 4.9
Kohn-Sham gap, eV: 8.7964

These are the Mulliken partial charges, in e, on atoms 1 to 2: atom 1 (C): -0.732, atom 2 (N): -0.385


# 16
Molecular formula: CH4BrOP
Method: DFT, ωB97M-V/def2-TZVPD

The geometry in ORCA input format:
```
! wB97M-V def2-TZVPD RIJCOSX def2/J DEFGRID3
* xyz 0 1
C 1.8534 -0.1135 0.6418
O 1.5025 -1.0104 -0.0927
P -1.5995 0.3752 0.0555
Br 3.4838 0.8566 0.0114
H -2.1921 0.9230 1.2444
H 1.9700 -1.1609 -1.0403
H -2.4648 -0.7969 0.0574
H -2.5533 0.9270 -0.8775
*
```

Summary:
HOMO, eV: -9.1863
Maximum force, eV Å⁻¹: 5.6
Kohn-Sham gap, eV: 9.3748

These are the Mulliken partial charges, in e, on atoms 1 to 2: atom 1 (C): 0.002, atom 2 (O): -0.102


# 17
Molecular formula: CH4BrOP
Method: DFT, ωB97M-V/def2-TZVPD

The geometry in ORCA input format:
```
! wB97M-V def2-TZVPD RIJCOSX def2/J DEFGRID3
* xyz 0 3
C -0.1627 -0.3455 0.0963
O -1.4078 -0.5687 0.3699
P 0.6348 0.8586 1.0144
Br -0.1796 -3.0487 1.5606
H 0.3885 -1.1523 -0.3482
H -1.5116 -1.6063 0.4832
H 1.4236 1.4689 0.0430
H -0.2445 1.8173 0.9478
*
```

Summary:
HOMO (spin up / spin down), eV: -6.7504 / -9.8439
Maximum force, eV Å⁻¹: 5.1
Kohn-Sham gap (spin up / spin down), eV: 7.5124 / 5.6862

These are the Mulliken partial charges, in e, on atoms 1 to 2: atom 1 (C): -0.469, atom 2 (O): -0.397


# 18
Molecular formula: CH4Cl2N2O
Method: DFT, ωB97M-V/def2-TZVPD

The geometry in ORCA input format:
```
! wB97M-V def2-TZVPD RIJCOSX def2/J DEFGRID3
* xyz 0 1
O -1.3995 -0.0415 1.2068
C -1.1302 -0.0691 -0.1056
N 0.2679 0.6508 -0.5896
N 1.2524 0.5084 0.2611
Cl 1.4927 -1.5561 0.5131
Cl 2.7554 1.1037 -0.2076
H -0.7997 -0.6354 1.6089
H -1.9781 0.4961 -0.6587
H -0.8914 -0.9951 -0.3964
H 0.4304 0.5382 -1.6319
*
```

Summary:
HOMO (spin up / spin down), eV: -9.3496 / -9.3498
SMILES string: OCNN(Cl)Cl
Maximum force, eV Å⁻¹: 4.9
Kohn-Sham gap (spin up / spin down), eV: 8.6605 / 8.6611

These are the Mulliken partial charges, in e, on atoms 1 to 2: atom 1 (O): -0.472, atom 2 (C): -0.561


# 19
Molecular formula: CH4ClN
Method: DFT, ωB97M-V/def2-TZVPD

The geometry in ORCA input format:
```
! wB97M-V def2-TZVPD RIJCOSX def2/J DEFGRID3
* xyz 0 1
C 1.3695 0.2383 -0.2761
N 0.7468 -0.1064 0.8301
Cl 0.8793 -0.7667 -1.5588
H -2.0705 0.7599 -0.4300
H -1.7070 0.0809 -0.8138
H -0.1947 -0.6008 0.6405
H 0.9766 0.3948 1.6082
*
```

Summary:
HOMO, eV: -8.9125
Maximum force, eV Å⁻¹: 5.4
Kohn-Sham gap, eV: 10.0005

These are the Mulliken partial charges, in e, on atoms 1 to 2: atom 1 (C): -0.090, atom 2 (N): -0.247


# 20
Molecular formula: CH4ClN2O
Method: DFT, ωB97M-V/def2-TZVPD

The geometry in ORCA input format:
```
! wB97M-V def2-TZVPD RIJCOSX def2/J DEFGRID3
* xyz 1 1
C 2.5147 -1.1086 -0.0616
N 3.2153 -0.1568 -0.0477
N -0.1642 -0.0435 -0.2349
O 1.5229 -1.7642 -0.0442
Cl 4.6943 0.5006 0.1687
H -0.3255 -1.0779 -0.3995
H 0.7045 0.2586 -0.8491
H 0.1199 0.0598 0.7558
H -0.9928 0.5834 -0.3281
*
```

Summary:
HOMO, eV: -14.6960
Maximum force, eV Å⁻¹: 2.9
Kohn-Sham gap, eV: 10.4047

These are the Mulliken partial charges, in e, on atoms 1 to 2: atom 1 (C): 0.661, atom 2 (N): -0.191


| no. | calculated total energy (eV) |
| --- | --- |
| 1 | -18565.1947 |
| 2 | -20111.0848 |
| 3 | -32988.2679 |
| 4 | -12418.0519 |
| 5 | -23253.1724 |
| 6 | -13968.6182 |
| 7 | -21206.4421 |
| 8 | -53713.6058 |
| 9 | -39472.3547 |
| 10 | -14298.8091 |
| 11 | -14295.5776 |
| 12 | -7360.4090 |
| 13 | -149063.4444 |
| 14 | -94994.2962 |
| 15 | -74676.1501 |
| 16 | -82477.0264 |
| 17 | -82476.2144 |
| 18 | -31170.5283 |
| 19 | -15111.3417 |
| 20 | -18643.0767 |